No. 1
Entry from the Open Molecules 2025 dataset: a structure of composition C32H21CeF10N6O2S (wB97M-V/def2-TZVPD).

Results
calculated total energy: -3583.0312 Eh
energy relative to the best compared isomer or geometry (same formula, charge and spin): 0.245 eV
charge: -1

XYZ file:
```
73
C32H21CeF10N6O2S (wB97M-V/def2-TZVPD)
Ce -1.92678 -17.10927 -10.99400
C -3.47507 -18.70695 -8.25675
N -3.38405 -18.89714 -9.72844
C -2.69824 -20.21200 -10.06763
C -1.13107 -20.09197 -10.02513
N -0.52366 -18.96569 -10.66491
C 0.81419 -19.01071 -10.88293
C 1.76713 -19.62307 -10.00639
F 1.39070 -20.08494 -8.82062
C 3.09994 -19.58687 -10.31574
F 3.98159 -20.22716 -9.48698
C 3.56528 -19.16909 -11.54802
F 4.88820 -19.24691 -11.83062
C 2.67748 -18.54293 -12.43137
F 3.25175 -17.81698 -13.44059
C 1.34354 -18.41748 -12.10183
F 0.64244 -17.32618 -12.65471
C -4.73378 -18.91563 -10.25395
C -5.29467 -17.42414 -10.14944
N -4.19754 -16.50597 -10.57213
C -4.55184 -15.18367 -10.57369
C -5.09443 -14.55063 -11.73056
F -5.28803 -15.23837 -12.87672
C -5.64485 -13.25585 -11.73811
F -6.25516 -12.87752 -12.86791
C -5.45933 -12.38266 -10.64072
F -5.81555 -11.05836 -10.70191
C -4.77495 -12.97086 -9.52919
F -4.45452 -12.19706 -8.45321
C -4.55963 -14.34994 -9.41248
F -4.18165 -14.88824 -8.19320
H -3.78411 -19.59292 -7.75352
H -4.17677 -17.91069 -8.03592
H -2.47435 -18.37657 -7.88513
H -3.01399 -20.71168 -11.04609
H -2.93090 -20.95508 -9.32180
H -0.82792 -21.08962 -10.53304
H -0.80386 -20.22988 -8.97356
H -5.37322 -19.60529 -9.70838
H -4.86081 -19.18388 -11.32783
H -5.73181 -17.13113 -9.12589
H -6.20320 -17.38512 -10.86199
O -2.76576 -18.21321 -12.80213
C -3.18094 -18.05356 -13.99426
C -3.59831 -19.20373 -14.71605
C -4.37330 -19.15309 -15.82753
C -4.47929 -17.93303 -16.55557
C -3.98884 -16.79359 -16.03265
C -3.25193 -16.81309 -14.82430
C -2.54922 -15.59328 -14.43561
N -1.90908 -15.39927 -13.34641
N -1.36555 -14.22507 -13.09478
C -0.82148 -14.08452 -11.90111
O -0.99685 -14.95548 -10.97286
C -0.14582 -12.81480 -11.56182
C -0.17080 -11.67636 -12.38209
C 0.51846 -10.51469 -11.99524
C 1.18703 -10.50192 -10.73192
C 1.13695 -11.63767 -9.93519
C 0.50926 -12.81269 -10.33980
H -3.37313 -20.16207 -14.25193
H -4.85464 -20.06728 -16.27736
H -4.98349 -18.01396 -17.57187
H -3.87214 -15.85888 -16.63711
H -2.61356 -14.81243 -15.23586
H -0.72211 -11.86562 -13.29599
H 0.58260 -9.68230 -12.67193
H 1.86779 -9.68169 -10.42458
H 1.79131 -11.80809 -9.02222
H 0.61165 -13.69384 -9.77492
S -0.05061 -14.83322 -6.87036
C -0.67706 -15.78288 -7.96872
N -1.22724 -16.58940 -8.66723
```

These are the Löwdin partial charges, in e, on atoms 1 to 6:
1. Ce 1.371
2. C -0.051
3. N -0.274
4. C -0.142
5. C -0.227
6. N -0.155


No. 2
Entry from the Open Molecules 2025 dataset: a structure of composition C32H21Cl2MoN3O7S (wB97M-V/def2-TZVPD).

Results
calculated total energy: -3309.6744 Eh
energy relative to the best compared isomer or geometry (same formula, charge and spin): 0.476 eV

XYZ file:
```
67
C32H21Cl2MoN3O7S (wB97M-V/def2-TZVPD)
Mo -0.09367 0.17697 0.25683
O -1.03809 0.66582 2.19516
C -0.55153 1.15830 3.18823
C 0.83755 1.46104 3.40782
C 1.22295 1.99926 4.63424
C 2.53588 2.26729 4.86159
C 3.50671 2.01946 3.88395
C 3.14488 1.49019 2.67461
C 1.79689 1.19420 2.42053
O 1.44390 0.68708 1.28472
N 2.94347 2.82725 6.17589
O 4.13305 2.97458 6.37975
O 2.06859 3.10650 6.97573
H -1.24215 1.40729 3.99812
H 0.49196 2.19300 5.40922
H 4.53831 2.25688 4.10247
H 3.87132 1.29474 1.89743
C -4.83079 -3.04462 0.30021
C -4.98307 -1.85625 1.00310
C -4.10454 -0.80550 0.79078
C -3.06781 -0.93592 -0.12696
C -2.94064 -2.10053 -0.86873
C -3.81689 -3.15524 -0.64215
N -2.13094 0.18536 -0.28998
N -2.75194 1.27355 -0.42104
C -1.93157 2.39413 -0.31587
C -2.50504 3.65851 -0.47493
C -1.72743 4.76976 -0.24409
C -0.38486 4.61348 0.12830
C 0.18175 3.35246 0.24282
C -0.59270 2.21094 0.02467
H -5.50022 -3.87822 0.48369
H -5.78847 -1.74523 1.71844
H -4.20150 0.12221 1.33969
H -2.19337 -2.17463 -1.64102
H -3.70557 -4.06749 -1.21766
H -3.54872 3.73899 -0.77089
H -2.15103 5.76331 -0.34582
H 0.22454 5.49193 0.32296
H 1.23338 3.25946 0.47733
Cl 2.82621 -1.65037 -0.57906
C 3.02239 -0.96350 -2.16186
C 4.05117 -1.52829 -2.89590
C 4.36184 -1.04558 -4.14790
C 3.63780 0.01230 -4.66136
C 2.59421 0.55793 -3.93708
Cl 1.74850 1.87393 -4.70829
C 2.22164 0.09348 -2.64556
S 0.87704 0.96007 -1.86404
H 4.61458 -2.34832 -2.46267
H 5.16336 -1.49258 -4.72365
H 3.87601 0.43055 -5.63507
O -0.10419 -3.88136 -2.21088
C 0.15155 -4.53540 -1.05042
C 0.39399 -5.90779 -1.04897
C 0.64430 -6.57628 0.13358
C 0.64101 -5.89417 1.34465
C 0.40430 -4.53216 1.34460
C 0.16817 -3.83112 0.16125
C -0.00865 -2.36085 0.27005
O -0.05343 -1.77922 1.39640
O -0.09264 -1.60520 -0.77116
H -0.07325 -4.50658 -2.93702
H 0.39038 -6.44616 -1.99254
H 0.85091 -7.64148 0.10811
H 0.82880 -6.41858 2.27288
H 0.40992 -3.96338 2.26729
```

These are the Löwdin partial charges, in e, on atoms 1 to 6:
1. Mo 1.599
2. O -0.053
3. C -0.132
4. C -0.102
5. C 0.057
6. C -0.131


No. 3
Entry from the Open Molecules 2025 dataset: a structure of composition C32H21ClGaIN2O8PS4 (wB97M-V/def2-TZVPD).

Results
calculated total energy: -6560.3550 Eh
energy relative to the best compared isomer or geometry (same formula, charge and spin): 0.596 eV
charge: -1

XYZ file:
```
71
C32H21ClGaIN2O8PS4 (wB97M-V/def2-TZVPD)
Ga -0.32046 -0.46608 1.48159
S -1.44639 0.59959 3.30183
S -3.36436 0.17546 2.75588
S -3.35179 -1.86325 2.40989
S -2.06672 -2.06028 0.84783
Cl 0.89639 1.98478 0.47894
C 0.50153 1.93954 -1.20542
C 1.52634 1.91405 -2.13640
C 1.21794 1.81428 -3.48297
C -0.10518 1.76417 -3.88866
C -1.12406 1.79079 -2.95204
C -0.84134 1.88155 -1.59193
P -2.08243 1.68263 -0.26721
C -2.22094 3.38788 0.41213
C -1.34195 4.42215 0.10267
C -1.45374 5.64803 0.74373
C -2.44624 5.86315 1.68608
C -3.34710 4.84905 1.97561
C -3.22989 3.61976 1.34793
C -3.61954 1.58024 -1.25411
C -4.04247 0.31423 -1.65270
C -5.16603 0.17346 -2.45410
C -5.87752 1.29453 -2.85620
C -5.46493 2.55738 -2.45467
C -4.34059 2.70323 -1.65588
H 2.55511 1.94870 -1.80254
H 2.01377 1.77048 -4.21510
H -0.34297 1.69099 -4.94209
H -2.15512 1.73181 -3.27279
H -0.55874 4.27790 -0.62825
H -0.74105 6.43113 0.51515
H -2.51585 6.81787 2.19228
H -4.13736 5.00892 2.69820
H -3.92272 2.82500 1.59016
H -3.47889 -0.55935 -1.34277
H -5.48572 -0.81254 -2.76653
H -6.75474 1.18599 -3.48228
H -6.01685 3.43528 -2.76824
H -4.02168 3.69070 -1.34985
O -0.57766 -1.27457 -1.90633
C 0.36780 -1.53450 -1.19141
O 0.67270 -0.98470 -0.06012
C 1.37238 -2.59796 -1.58284
C 0.95192 -3.77557 -2.17675
C 1.88305 -4.77479 -2.43237
C 3.22316 -4.61009 -2.13567
C 3.62264 -3.41569 -1.56275
C 2.71010 -2.41496 -1.26333
N 5.03812 -3.21210 -1.27565
O 5.78920 -4.15832 -1.42591
O 5.38887 -2.10745 -0.91258
N 1.44220 -6.02458 -3.04351
O 0.26795 -6.12935 -3.33612
O 2.27829 -6.88940 -3.23237
H -0.08957 -3.92841 -2.42041
H 3.93932 -5.39246 -2.33118
H 3.02762 -1.51369 -0.75968
I 6.45963 -2.29273 6.84982
C 4.79915 -1.91825 5.60612
C 3.97095 -2.96896 5.24975
C 2.88876 -2.72094 4.41901
C 2.65126 -1.43671 3.94880
C 3.49149 -0.39340 4.32327
C 4.56919 -0.62665 5.16209
C 1.51650 -1.16173 3.01207
O 1.50595 -0.05126 2.39851
O 0.60341 -1.99333 2.85131
H 4.16888 -3.97127 5.60322
H 2.22653 -3.52214 4.11937
H 3.29142 0.59743 3.94069
H 5.22308 0.18536 5.44772
```

These are the Löwdin partial charges, in e, on atoms 1 to 6:
1. Ga -0.044
2. S 0.133
3. S -0.113
4. S -0.075
5. S 0.111
6. Cl 0.819


No. 4
Entry from the Open Molecules 2025 dataset: a structure of composition C32H22BrF2N6O2ReS2 (wB97M-V/def2-TZVPD).

Results
calculated total energy: -5359.9515 Eh
energy relative to the best compared isomer or geometry (same formula, charge and spin): 0.387 eV
charge: +1
2S+1: 2

XYZ file:
```
68
C32H22BrF2N6O2ReS2 (wB97M-V/def2-TZVPD)
Re -0.07195 -0.04209 0.11030
N 0.26419 2.49670 -3.51704
C -0.05520 1.74324 -2.46597
S 1.21878 1.34127 -1.35432
N -1.32509 1.39753 -2.34869
N -1.57131 0.59475 -1.31270
C -2.74966 0.09447 -1.16762
C -2.97955 -0.80169 -0.04530
C -4.20939 -1.40966 0.16381
C -4.34743 -2.31406 1.20304
C -3.25210 -2.59646 2.00405
C -2.05997 -1.94224 1.75205
N -1.92441 -1.05428 0.76509
H 1.23037 2.66991 -3.73068
H -0.42660 2.64444 -4.23457
H -3.53325 0.31637 -1.88390
H -5.03383 -1.18626 -0.49896
H -5.29550 -2.80473 1.37626
H -3.31194 -3.30758 2.81474
H -1.17998 -2.13292 2.35168
F 4.72992 -2.27108 -1.14361
C 3.92525 -1.85065 -0.16407
C 2.72523 -1.26751 -0.49741
C 1.86037 -0.81413 0.50303
C 2.27967 -0.95181 1.84110
C 3.50649 -1.56797 2.12055
F 3.88833 -1.74233 3.40067
C 4.34778 -2.02873 1.14532
C 1.34786 -0.44515 2.82176
C 1.55232 -0.36758 4.20727
C 0.58058 0.15955 5.02033
C -0.61992 0.58164 4.44934
C -0.76502 0.48378 3.09228
N 0.20345 0.02562 2.26787
H 2.50778 -1.13956 -1.54769
H 5.28758 -2.50448 1.38280
H 2.48055 -0.72229 4.62117
H 0.74018 0.23262 6.08744
H -1.43031 0.97380 5.04636
H -1.69262 0.78267 2.62780
S -1.87757 3.95183 1.63345
C -1.69334 2.51329 0.75574
N -0.50702 1.97103 0.75678
C 0.38730 2.75219 1.51702
C 1.74428 2.51094 1.73746
C 2.44880 3.39047 2.52784
C 1.83615 4.51289 3.10141
C 0.50255 4.77386 2.88243
C -0.20764 3.87996 2.08404
H -2.52961 2.09515 0.22160
H 2.23097 1.65698 1.28856
H 3.50180 3.21589 2.70276
H 2.41917 5.18678 3.71387
H 0.02237 5.64275 3.31096
Br 1.80113 -7.93153 -2.82588
C 1.35899 -6.10123 -2.65638
C 1.02750 -5.59891 -1.40728
C 0.70260 -4.25766 -1.28594
C 0.71731 -3.42867 -2.40273
C 1.06003 -3.94786 -3.64583
C 1.37646 -5.28930 -3.78010
C 0.42107 -1.96992 -2.28784
O 0.65962 -1.18877 -3.18536
O -0.09983 -1.61354 -1.12419
H 1.02673 -6.25093 -0.54508
H 0.44343 -3.84626 -0.31970
H 1.07693 -3.28617 -4.50108
H 1.63909 -5.70271 -4.74348
```

These are the Löwdin partial charges, in e, on atoms 1 to 6:
1. Re 1.434
2. N 0.124
3. C -0.751
4. S 0.815
5. N 0.034
6. N -0.186


- calculated total energy of number 4 (C32H22BrF2N6O2ReS2)?
  -5359.9515 Eh


- The lowest energy relative to the best compared isomer or geometry (same formula, charge and spin) belongs to which entry?
  C32H21CeF10N6O2S


- Among the records above, which one has the highest energy relative to the best compared isomer or geometry (same formula, charge and spin)?
  C32H21ClGaIN2O8PS4